1.
C6H13NS | ωB97M-V with the def2-TZVPD basis set

Structure (XYZ):
```
21
Properties=species:S:1:pos:R:3
C 1.150 -0.350 0.348
C -0.051 0.449 -0.237
C -0.983 -0.581 -0.610
C -0.503 1.480 0.815
C -1.721 -1.392 0.410
C -1.458 -0.729 -1.820
N 2.475 -0.029 -0.052
S 2.799 1.682 0.023
H 1.188 -0.255 1.453
H 1.158 -1.390 0.156
H 0.304 1.156 -0.964
H 0.211 2.233 0.959
H -0.716 1.191 1.825
H -1.357 2.081 0.501
H -2.399 -1.966 -0.266
H -2.415 -0.719 1.148
H -1.248 -2.136 1.140
H -2.095 -1.524 -2.263
H 2.726 -0.438 -0.899
H -0.843 -0.212 -2.613
H 3.777 1.449 0.949
```

Summary:
ΔE to the lowest compared entry with this formula, charge and spin   2.753 eV
Gap between HOMO and LUMO   0.359 Eh
Net charge   0
HOMO   -8.9 eV
Structure (SMILES)   C=C(C)[C@@H](C)CNS
Max |F|   4.34 eV/A


2.
C22H33N11 | ωB97M-V with the def2-TZVPD basis set

Structure (XYZ):
```
66
Properties=species:S:1:pos:R:3
C 3.608 1.728 1.056
C 4.617 2.711 1.506
N 5.409 3.410 1.941
H 3.905 1.242 0.127
H 2.627 2.174 0.894
H 3.651 0.857 1.710
C 3.137 0.035 4.773
C 1.936 0.294 3.947
N 0.985 0.584 3.320
H 2.840 -0.130 5.809
H 3.725 0.920 4.530
H 3.717 -0.824 4.434
C 4.438 -1.587 -3.277
C 3.046 -1.483 -2.948
N 1.900 -1.398 -2.710
H 4.564 -2.204 -4.166
H 5.043 -1.965 -2.454
H 4.847 -0.594 -3.465
C -4.931 -2.951 -0.841
C -3.545 -2.654 -1.301
N -2.510 -2.271 -1.617
H -4.934 -3.170 0.226
H -5.302 -3.754 -1.478
H -5.543 -2.050 -0.885
C -0.201 -4.602 -2.165
C -0.953 -5.103 -0.987
N -1.431 -5.491 -0.062
H 0.698 -5.062 -2.573
H 0.130 -3.614 -1.844
H -0.874 -4.385 -2.994
C 0.613 4.549 -1.469
C 1.970 4.991 -1.168
N 3.033 5.367 -0.991
H 0.404 3.858 -0.652
H 0.372 4.026 -2.394
H 0.052 5.474 -1.333
C 0.095 3.480 2.497
C 0.858 4.629 2.014
N 1.468 5.489 1.617
H -0.963 3.673 2.672
H 0.428 3.473 3.535
H 0.425 2.570 1.995
C 0.240 -1.301 0.236
C 0.590 0.058 -0.235
N 0.857 1.143 -0.529
H -0.839 -1.416 0.131
H 0.345 -1.385 1.318
H 0.858 -2.075 -0.220
C -1.029 0.589 -3.788
C -1.014 0.224 -5.264
N -1.045 -0.055 -6.366
H -1.475 1.560 -3.572
H -0.088 0.537 -3.241
H -1.749 -0.028 -3.250
C -2.906 1.514 -0.291
C -3.588 1.792 -1.596
N -4.050 2.021 -2.669
H -3.095 0.445 -0.191
H -3.369 2.043 0.542
H -1.877 1.864 -0.375
C -3.534 -3.249 4.449
C -3.018 -2.492 3.314
N -2.582 -1.895 2.434
H -3.579 -2.553 5.287
H -2.845 -4.021 4.791
H -4.559 -3.567 4.258
```

Summary:
ΔE to the lowest compared entry with this formula, charge and spin   2.280 eV
Gap between HOMO and LUMO   0.395 Eh
Net charge   0
HOMO   -10.7 eV
Structure (SMILES)   CC#N.CC#N.CC#N.CC#N.CC#N.CC#N.CC#N.CC#N.CC#N.CC#N.CC#N
Max |F|   6.26 eV/A


3.
C45H88ClN3O11S | ωB97M-V with the def2-TZVPD basis set

Structure (XYZ):
```
149
Properties=species:S:1:pos:R:3
C -3.630 -5.266 2.377
C -2.370 -4.530 2.921
C -1.868 -3.467 1.934
C -2.966 -2.458 1.592
O -2.486 -1.104 1.541
C -2.135 -0.664 0.305
C -0.726 -0.406 0.117
O 0.143 -0.584 1.182
C -0.031 0.429 2.136
O -0.015 1.572 1.825
C -0.237 -0.058 3.514
C -0.886 0.716 4.466
C -1.085 0.206 5.729
C -0.646 -1.059 6.080
C 0.037 -1.828 5.147
C 0.232 -1.314 3.876
C -0.236 0.034 -1.068
Cl 1.438 0.386 -1.300
C -1.107 0.256 -2.158
N -0.812 0.696 -3.395
S -2.210 0.805 -4.133
N -3.266 0.286 -3.040
C -2.494 0.022 -1.964
C -3.007 -0.439 -0.719
C -4.498 -0.609 -0.574
C -5.103 -1.758 -1.408
C -6.485 -2.140 -0.824
C -6.393 -3.104 0.360
N -7.676 -3.760 0.684
H -4.517 -4.874 2.865
H -3.676 -5.092 1.305
H -3.507 -6.329 2.560
H -2.567 -4.057 3.883
H -1.556 -5.245 3.042
H -1.492 -3.979 1.045
H -1.015 -2.970 2.382
H -3.459 -2.745 0.668
H -3.702 -2.492 2.393
H -1.232 1.709 4.219
H -1.611 0.784 6.474
H -0.813 -1.479 7.061
H 0.418 -2.811 5.379
H 0.762 -1.901 3.139
H -5.000 0.302 -0.897
H -4.730 -0.796 0.470
H -4.452 -2.632 -1.440
H -5.295 -1.444 -2.431
H -6.889 -1.203 -0.427
H -7.175 -2.480 -1.596
H -6.101 -2.514 1.230
H -5.598 -3.827 0.174
H -8.362 -3.429 0.014
H -7.999 -3.423 1.581
C 6.108 1.722 -2.148
C 5.338 2.890 -2.745
C 4.598 3.672 -1.670
O 4.410 2.413 -3.717
H 5.424 1.025 -1.655
H 6.627 1.167 -2.931
H 6.842 2.062 -1.416
H 6.028 3.552 -3.271
H 3.866 3.036 -1.164
H 4.045 4.503 -2.111
H 5.288 4.070 -0.923
H 3.795 1.825 -3.265
C 1.301 -8.450 2.248
C 1.185 -7.058 1.649
C 2.378 -6.730 0.764
O 1.077 -6.088 2.693
H 2.191 -8.527 2.876
H 0.445 -8.668 2.883
H 1.360 -9.212 1.467
H 0.266 -6.985 1.064
H 3.304 -6.753 1.346
H 2.283 -5.727 0.347
H 2.469 -7.442 -0.058
H 1.880 -6.135 3.222
C -3.794 0.282 -8.185
C -3.370 -1.059 -8.762
C -1.900 -1.338 -8.487
O -3.615 -1.085 -10.168
H -3.225 1.098 -8.639
H -4.848 0.473 -8.391
H -3.640 0.313 -7.105
H -3.980 -1.854 -8.330
H -1.272 -0.574 -8.953
H -1.608 -2.300 -8.909
H -1.692 -1.350 -7.415
H -3.085 -0.389 -10.570
C -2.298 5.520 -6.071
C -1.866 4.171 -6.626
C -0.391 3.908 -6.370
O -2.126 4.115 -8.029
H -1.740 6.329 -6.553
H -3.356 5.694 -6.270
H -2.131 5.579 -4.994
H -2.464 3.382 -6.168
H 0.224 4.666 -6.863
H -0.101 2.940 -6.780
H -0.163 3.916 -5.302
H -1.605 4.807 -8.452
C 0.905 2.693 9.581
C 1.292 1.359 8.960
C 2.794 1.128 9.034
O 0.858 1.309 7.601
H 1.383 3.517 9.044
H -0.172 2.846 9.517
H 1.203 2.744 10.629
H 0.772 0.551 9.477
H 3.328 1.905 8.481
H 3.056 0.171 8.582
H 3.146 1.135 10.067
H 1.306 2.015 7.122
C 2.066 -8.853 7.190
C 0.717 -8.861 6.488
C -0.355 -9.500 7.357
O 0.818 -9.559 5.246
H 2.394 -9.874 7.403
H 2.825 -8.395 6.554
H 2.021 -8.301 8.130
H 0.426 -7.839 6.241
H -0.101 -10.541 7.575
H -1.315 -9.503 6.840
H -0.470 -8.967 8.302
H 1.074 -10.467 5.437
C 7.351 7.074 -1.582
C 6.094 7.366 -0.776
C 4.912 7.672 -1.685
O 6.325 8.467 0.102
H 7.628 7.941 -2.188
H 8.190 6.862 -0.918
H 7.207 6.219 -2.246
H 5.858 6.509 -0.144
H 5.110 8.557 -2.295
H 4.020 7.884 -1.095
H 4.697 6.834 -2.351
H 6.534 9.235 -0.440
C 1.121 9.044 -5.557
C 2.035 8.317 -4.581
C 1.340 7.112 -3.965
O 2.461 9.212 -3.553
H 0.230 9.415 -5.043
H 1.630 9.907 -5.987
H 0.804 8.386 -6.368
H 2.938 7.993 -5.098
H 0.455 7.425 -3.403
H 2.004 6.603 -3.266
H 1.029 6.398 -4.731
H 1.679 9.514 -3.079
```

Summary:
ΔE to the lowest compared entry with this formula, charge and spin   0.000 eV
Gap between HOMO and LUMO   0.299 Eh
Net charge   0
HOMO   -8.7 eV
Max |F|   1.26 eV/A


4.
C4H8N2O | ωB97M-V with the def2-TZVPD basis set

Structure (XYZ):
```
15
Properties=species:S:1:pos:R:3
C 2.267 -0.622 0.256
C 1.059 0.128 -0.350
C -1.197 -0.788 0.346
C -2.110 1.330 -0.582
H 2.145 -1.726 -0.148
H 2.193 -0.791 1.301
H 3.637 -0.456 0.161
H 1.161 -0.121 -1.559
H 1.050 1.178 -0.081
H -1.884 -1.726 0.625
H -2.148 0.681 1.683
H -2.566 2.413 -0.291
N -0.034 -0.983 -0.117
N -1.778 0.518 0.571
O -1.795 0.967 -1.814
```

Summary:
ΔE to the lowest compared entry with this formula, charge and spin   5.352 eV
Gap between HOMO and LUMO   0.387 Eh
Net charge   0
HOMO   -10.0 eV
Max |F|   7.37 eV/A


5.
CH5O2 | ωB97M-V with the def2-TZVPD basis set

Structure (XYZ):
```
8
Properties=species:S:1:pos:R:3
C -1.055 0.037 1.456
O -0.108 -0.358 0.560
H -1.371 -0.894 1.973
H -0.604 0.654 2.234
H -1.976 0.450 1.017
H 1.865 -0.291 -1.627
H 0.550 0.160 -1.079
O 1.105 0.251 -1.878
```

Summary:
ΔE to the lowest compared entry with this formula, charge and spin   0.245 eV
<S²>   0.7538
Gap between HOMO and LUMO (alpha / beta)   0.428 / 0.321 Eh
Net charge   0
Spin multiplicity   2
HOMO (alpha / beta)   -10.8 / -10.8 eV
Max |F|   0.77 eV/A


6.
C5H10O3 | ωB97M-V with the def2-TZVPD basis set

Structure (XYZ):
```
18
Properties=species:S:1:pos:R:3
C -0.659 1.043 1.174
C -0.734 2.367 0.493
C 1.802 -1.025 -0.643
C -0.140 -0.107 0.698
C 0.559 -0.168 -0.597
O -0.794 -0.778 -1.333
O -1.116 -2.140 -0.979
O -0.168 -1.237 1.470
H -2.041 -2.203 -1.245
H -0.382 -1.985 0.886
H -1.043 0.998 2.185
H 0.655 0.798 -1.086
H -0.760 2.284 -0.589
H -1.644 2.885 0.810
H 0.115 3.000 0.776
H 2.600 -0.552 -0.078
H 1.633 -2.029 -0.259
H 2.117 -1.151 -1.682
```

Summary:
ΔE to the lowest compared entry with this formula, charge and spin   4.907 eV
Gap between HOMO and LUMO   0.331 Eh
Net charge   0
HOMO   -8.2 eV
Structure (SMILES)   C/C=C(/O)[C@@H](C)OO
Max |F|   3.46 eV/A


7.
C3H10N5 | ωB97M-V with the def2-TZVPD basis set

Structure (XYZ):
```
18
Properties=species:S:1:pos:R:3
C 0.414 -1.896 -1.005
C 1.017 -2.938 -1.658
C 1.785 2.325 1.739
N 0.005 -1.069 -0.325
N -0.326 0.132 0.088
N 0.303 1.123 0.650
N 1.504 1.093 1.052
N -2.900 0.679 -0.091
H 2.193 -2.888 -1.548
H 0.667 -3.076 -2.783
H 0.704 -4.025 -1.290
H 2.401 2.137 2.653
H 2.506 2.809 1.001
H 0.783 2.685 1.792
H -2.875 1.748 -0.017
H -1.395 0.339 -0.079
H -3.428 0.473 -0.966
H -3.355 0.349 0.786
```

Summary:
ΔE to the lowest compared entry with this formula, charge and spin   5.559 eV
Gap between HOMO and LUMO   0.342 Eh
Net charge   +1
HOMO   -13.1 eV
Max |F|   6.32 eV/A


8.
C17H13BrClIrN2O | ωB97M-V with the def2-TZVPD basis set

Structure (XYZ):
```
36
Properties=species:S:1:pos:R:3
Ir 1.251 0.092 -0.477
Br -1.271 -4.378 4.949
C -0.345 -3.380 3.643
C 1.047 -3.520 3.525
C 1.732 -2.804 2.577
C 1.068 -1.914 1.716
O 1.788 -1.245 0.844
C -0.334 -1.771 1.843
C -1.113 -0.884 1.046
N -0.704 -0.144 0.067
C -1.603 0.649 -0.707
C -2.972 0.631 -0.643
C -3.742 1.473 -1.470
C -3.149 2.316 -2.366
C -1.740 2.348 -2.472
C -1.042 3.182 -3.375
C 0.325 3.159 -3.410
C 1.012 2.297 -2.545
N 0.386 1.501 -1.695
C -0.982 1.511 -1.638
C -1.020 -2.526 2.822
H 1.576 -4.193 4.185
H 2.804 -2.906 2.472
H -2.164 -0.835 1.315
H -3.487 -0.039 0.030
H -4.820 1.441 -1.392
H -3.742 2.957 -3.004
H -1.599 3.837 -4.032
H 0.881 3.790 -4.087
H 2.093 2.260 -2.542
H -2.095 -2.428 2.914
C 4.472 -0.136 0.523
H 4.624 -1.208 0.516
H 3.854 0.167 1.358
H 5.413 0.403 0.503
Cl 3.598 0.298 -0.993
```

Summary:
<S²>   0.7572
Gap between HOMO and LUMO (alpha / beta)   0.255 / 0.246 Eh
Net charge   +1
Spin multiplicity   2
HOMO (alpha / beta)   -11.0 / -11.2 eV
Max |F|   1.96 eV/A


9.
C12H46N2O10 | ωB97M-V with the def2-TZVPD basis set

Structure (XYZ):
```
70
Properties=species:S:1:pos:R:3
C 2.277 1.907 -8.761
C 2.843 3.022 -7.902
C 3.327 2.672 -6.444
O 2.298 2.349 -5.458
C 1.428 3.441 -5.202
N 3.917 3.626 -8.731
H 1.285 1.571 -8.459
H 2.824 0.964 -8.794
H 2.123 2.215 -9.795
H 2.009 3.715 -7.793
H 3.994 3.397 -5.977
H 3.998 1.815 -6.511
H 0.897 3.116 -4.308
H 0.694 3.517 -6.004
H 1.931 4.406 -5.135
H 4.582 2.944 -9.068
H 4.535 4.263 -8.250
C 1.661 -2.665 7.893
C 1.183 -2.553 6.449
C -0.260 -1.971 6.273
O -1.146 -3.012 6.479
C -2.515 -2.519 6.709
N 2.121 -1.583 5.852
H 1.467 -1.727 8.413
H 2.722 -2.914 7.903
H 1.183 -3.437 8.496
H 1.402 -3.488 5.933
H -0.516 -1.465 5.342
H -0.437 -1.165 6.986
H -2.989 -2.296 5.753
H -2.667 -1.634 7.327
H -3.040 -3.374 7.135
H 3.111 -1.712 6.005
H 1.964 -1.730 4.865
O -0.296 5.214 1.994
H 0.636 4.996 1.983
H -0.585 4.991 2.879
O 3.741 -0.119 -0.904
H 3.485 0.342 -1.703
H 2.914 -0.412 -0.521
O 3.934 4.455 0.857
H 4.514 4.489 1.618
H 4.213 3.676 0.377
O -0.311 0.718 0.910
H -1.173 0.399 0.643
H -0.445 1.647 1.095
C -4.597 2.497 4.234
O -3.602 3.031 5.119
H -4.481 1.434 4.024
H -5.648 2.539 4.522
H -4.541 2.957 3.247
H -3.953 3.043 6.013
C -5.282 -1.578 0.078
O -4.736 -0.387 -0.366
H -6.068 -1.447 0.822
H -5.586 -2.130 -0.810
H -4.514 -2.174 0.570
H -5.427 0.188 -0.703
C 0.517 -5.324 0.983
O 0.991 -6.062 -0.085
H 0.777 -4.266 1.017
H -0.560 -5.491 0.957
H 0.908 -5.785 1.889
H 0.701 -6.968 0.041
C -2.445 -2.059 -5.278
O -2.348 -3.421 -5.670
H -2.280 -1.985 -4.203
H -1.785 -1.359 -5.790
H -3.449 -1.649 -5.380
H -1.428 -3.694 -5.679
```

Summary:
ΔE to the lowest compared entry with this formula, charge and spin   3.029 eV
Gap between HOMO and LUMO   0.344 Eh
Net charge   0
HOMO   -9.2 eV
Structure (SMILES)   COC[C@H](C)N.COC[C@H](C)N.CO.CO.CO.CO.O.O.O.O
Max |F|   2.67 eV/A


10.
C3H5Cl2N | ωB97M-V with the def2-TZVPD basis set

Structure (XYZ):
```
11
Properties=species:S:1:pos:R:3
C -0.611 -0.423 0.363
C 0.580 0.345 0.117
C 1.804 -0.207 0.045
H -2.208 -0.433 -0.770
H -2.020 1.078 -0.128
H -0.830 -0.249 1.371
H -0.592 -1.599 -0.106
H 1.976 -1.297 -0.029
N -1.447 0.160 -0.686
Cl 0.116 1.993 0.023
Cl 3.232 0.631 -0.201
```

Summary:
ΔE to the lowest compared entry with this formula, charge and spin   2.367 eV
Gap between HOMO and LUMO   0.360 Eh
Net charge   0
HOMO   -9.1 eV
Structure (SMILES)   NC/C(Cl)=C/Cl
Max |F|   6.08 eV/A


11.
C18H24MnN4O8P4S | ωB97M-V with the def2-TZVPD basis set

Structure (XYZ):
```
60
Properties=species:S:1:pos:R:3
Mn -0.933 -0.666 -0.409
S -3.205 2.142 -3.112
C -4.161 2.048 -1.687
C -3.585 1.256 -0.743
C -2.326 0.677 -1.113
C -2.020 1.084 -2.389
C -0.791 0.670 -3.017
C -0.400 0.948 -4.329
C 0.799 0.456 -4.803
C 1.607 -0.273 -3.944
C 1.167 -0.488 -2.651
N -0.004 -0.054 -2.191
H -5.094 2.593 -1.640
H -4.083 1.071 0.203
H -1.064 1.534 -4.953
H 1.104 0.639 -5.827
H 2.556 -0.678 -4.269
H 1.779 -1.022 -1.936
O 2.656 -3.014 -0.609
P 1.437 -2.831 0.454
O 1.911 -3.223 1.794
O 0.836 -1.458 0.253
O 0.352 -3.919 -0.097
P -0.505 -3.773 -1.469
O 0.732 -3.500 -2.558
O -1.082 -5.082 -1.843
O -1.337 -2.535 -1.417
H 2.249 -3.185 -1.483
H 0.652 -4.244 -3.172
C -1.763 2.052 2.221
P -0.212 2.179 1.236
C -0.546 3.841 0.475
C 0.906 2.791 2.623
C 1.095 1.787 3.790
P 1.089 0.028 3.188
C 1.393 -0.828 4.795
C 2.794 -0.035 2.494
H -1.822 2.855 2.962
H -1.805 1.083 2.717
H -2.604 2.127 1.533
H -0.967 4.542 1.202
H -1.252 3.711 -0.350
H 0.385 4.248 0.075
H 0.500 3.739 2.993
H 1.879 2.996 2.164
H 0.256 1.885 4.486
H 2.016 2.005 4.341
H 2.212 -0.371 5.362
H 1.641 -1.864 4.556
H 0.478 -0.813 5.388
H 3.507 0.519 3.112
H 2.785 0.365 1.478
H 3.086 -1.086 2.439
O -1.743 -1.079 1.186
N -2.545 -1.167 2.121
C -3.781 -1.565 1.851
C -4.685 -1.628 2.957
N -5.447 -1.686 3.820
C -4.307 -1.948 0.574
N -4.822 -2.246 -0.411
```

Summary:
ΔE to the lowest compared entry with this formula, charge and spin   1.643 eV
<S²>   0.8621
Gap between HOMO and LUMO (alpha / beta)   0.234 / 0.212 Eh
Net charge   -2
Spin multiplicity   2
HOMO (alpha / beta)   -2.3 / -1.7 eV
Max |F|   1.82 eV/A